19
Properties=species:S:1:pos:R:3:forces:R:3 method="wB97M-V/def2-TZVPD" smiles=CCN.CSC total_charge=0 e_homo_ev=-8.53 fmax_ev_per_a=4.42 e_above_lowest_kj_mol=154.2
H 2.562844 -2.073691 -0.274337 0.1 2.2 -0.4
H -1.058503 1.316635 -0.512421 -0.5 -1.1 0.6
H -1.541592 -0.183863 0.494814 -0.6 0.8 0.6
H 1.589297 -0.537546 -0.313662 -1.0 0.0 -0.4
S 3.759323 0.194971 0.109881 0.3 -0.7 0.1
H -0.921694 -0.448435 -0.997609 -1.5 1.5 -0.1
H 2.626824 -1.065716 -1.764584 -0.1 0.7 0.8
H -3.400639 -0.615827 -1.234296 0.4 2.2 0.3
N -3.928512 1.263852 -0.187646 0.8 0.2 -1.3
H 2.605224 0.203361 2.243012 -1.0 -0.3 -0.1
H 3.783562 -1.190413 2.263914 -0.2 2.2 -0.7
C 2.499085 -0.967263 -0.664914 1.3 -1.9 1.4
H -4.738280 1.059100 -0.716395 -1.9 0.6 0.0
C -1.609677 0.330762 -0.461953 1.7 -0.4 -1.4
H 4.151349 0.628468 2.554214 0.8 -0.2 -0.7
C 3.591341 -0.078023 1.936571 -0.2 -2.0 0.0
H -2.891191 0.894837 -2.084244 -0.5 0.4 0.7
H -4.044508 0.752349 0.662698 0.1 -0.3 0.7
C -3.034254 0.516450 -1.053037 2.0 -3.9 -0.3

43
Properties=species:S:1:pos:R:3:forces:R:3 method="wB97M-V/def2-TZVPD" total_charge=0 e_homo_ev=-7.54 fmax_ev_per_a=2.04 e_above_lowest_kj_mol=0.0
C -1.311251 1.230973 -2.323994 -1.0 -0.1 -0.7
C -1.248515 -0.008315 -1.669489 0.5 -0.3 0.5
F -0.824615 -2.501601 1.948274 -0.5 0.8 0.4
H 0.007533 1.725929 1.871973 0.3 -0.2 0.3
C 1.459215 3.761679 -0.471937 0.4 0.2 0.2
H -2.397799 -3.176033 -1.770258 0.1 0.1 -0.1
Pb -1.537209 0.327943 0.529672 -0.9 1.2 0.2
C -0.244506 -3.264115 -1.817501 0.1 0.1 -0.3
C -1.762686 -1.184325 -2.210983 -0.7 0.4 -0.8
H 1.616716 1.442446 -3.361335 0.1 0.0 0.2
H -3.186940 0.206455 -4.994207 0.1 0.0 0.3
C -1.553349 -1.334320 2.182427 -0.1 -2.0 0.3
H 2.702593 -3.506306 -1.014517 -0.1 -0.1 0.2
H -0.352756 -3.740493 -2.810503 0.0 0.0 0.2
H 2.042949 -0.843121 -2.376530 -0.5 -0.1 -0.3
H -2.198368 2.258537 -4.016876 0.2 -0.3 0.1
H -1.649175 -2.399628 -0.427811 0.1 0.3 -0.1
H 2.028203 3.145387 -3.032616 -0.1 -0.1 0.0
H 3.013069 1.837179 -2.321713 0.0 0.1 -0.3
C 1.391657 -1.626379 -2.812546 0.3 -0.2 -0.2
H 0.391375 1.093585 2.013355 0.2 0.3 0.2
H 2.019231 -2.149695 -3.560578 -0.2 0.1 -0.1
H -1.218331 2.812877 -0.802055 -0.2 -0.1 -0.2
C -0.693245 2.458153 -1.699368 0.8 0.1 0.0
C -2.625724 0.145661 -4.059769 0.0 -0.1 0.1
H 1.512810 4.485680 -1.304601 -0.1 -0.3 0.4
P 1.034483 2.074770 -1.051199 -0.8 0.4 -0.4
H 0.531624 -1.163034 -3.320108 0.4 -0.1 0.1
H 0.745388 4.117777 0.283401 0.3 -0.1 -0.1
F -2.900692 -1.771205 2.160581 1.2 0.5 0.0
H -2.959558 -1.962023 -3.852138 0.1 0.0 0.1
H -0.625789 3.320503 -2.381118 -0.2 -0.3 0.0
N 0.977982 -2.508303 -1.759271 -0.2 0.7 0.8
C -2.493469 -1.081742 -3.416006 0.5 -0.1 0.2
C 1.960407 -2.741474 -0.723845 0.0 0.0 -0.1
H 1.475915 -3.035011 0.221931 0.2 0.1 -0.3
H 2.463873 3.684372 -0.021510 -0.4 0.3 0.0
C -1.574393 -2.495266 -1.516794 -0.1 -0.7 0.3
C -2.048067 1.292962 -3.522886 0.5 0.3 0.2
F -1.311586 -1.002264 3.486825 -0.1 -0.1 -0.9
H 2.541502 -1.815651 -0.558181 -0.3 -0.3 0.1
C 1.998668 2.138124 -2.608601 0.3 -0.3 0.0
H -0.156268 -4.056889 -1.062297 -0.2 0.0 -0.3

115
Properties=species:S:1:pos:R:3:forces:R:3 method="wB97M-V/def2-TZVPD" spin_multiplicity=3 total_charge=-2 e_homo_ev="-0.21 / -0.70" fmax_ev_per_a=2.65
H -2.991101 3.113351 -1.284958 0.0 0.0 0.0
C 0.304861 -3.592826 -4.646539 0.0 0.0 0.0
C -1.898038 2.163609 1.473708 0.1 -0.1 0.0
H -3.676999 3.982472 -2.683171 0.0 0.0 0.0
H 0.586926 -3.571392 -1.502714 0.0 0.0 0.0
H 6.484667 -1.055296 -1.191799 0.0 0.0 0.0
C 1.965779 4.819152 0.345566 0.0 0.0 0.0
C -5.150940 -2.758254 -1.643064 0.0 0.0 0.0
N -0.363273 1.809042 -0.946096 0.6 1.5 2.0
C -1.533062 -3.503136 -2.977003 0.1 0.2 0.1
H -0.947103 0.013199 5.996665 0.0 0.0 0.0
H -3.641881 1.123384 -5.042228 0.0 0.0 0.0
C -0.708420 -5.636707 -3.933780 0.0 0.0 0.0
H 0.660433 -4.997138 3.239155 0.0 0.0 0.0
S 0.440386 1.572865 -3.813698 1.1 0.7 -1.1
H -4.305610 -4.665126 0.707480 0.0 0.1 0.0
H 0.491115 -6.687678 1.442114 0.0 0.0 0.0
H -0.788027 -6.719717 -3.979896 0.0 0.0 0.0
C 3.166707 -0.378771 -1.271579 -0.1 0.0 0.1
H 5.727369 -2.628461 0.556281 0.0 0.0 0.0
C 5.009044 -1.998280 0.045859 0.0 0.0 0.0
C 1.273399 2.434918 3.941281 0.0 0.1 0.1
Si -3.394173 -3.008613 -0.954379 -0.1 0.2 0.0
C -3.326370 1.857221 -3.025841 0.0 -0.1 -0.1
H 2.427093 0.221861 -1.795669 0.0 0.0 -0.1
S 1.508704 0.759891 1.858397 -0.4 0.3 0.3
H 3.330571 -2.764820 1.145368 0.0 0.0 0.0
C -1.567767 -4.926870 -3.106207 0.1 0.0 0.0
H 2.175492 4.482362 1.353566 0.0 0.0 0.0
H -1.959661 3.491109 -2.667271 0.0 0.0 0.0
H -2.313216 -1.056550 0.129086 0.0 0.0 0.0
C 5.728920 -0.018628 3.296836 0.0 0.0 -0.1
C 0.248051 -4.990962 -4.705513 0.1 0.0 0.0
C 0.918673 4.414948 -1.800923 -0.2 -0.2 0.0
H 0.931800 -5.545948 -5.336001 0.0 0.0 0.0
C 0.739798 -3.339911 1.881753 -0.1 0.0 0.0
N 0.280097 -0.922089 -1.210806 0.3 -0.8 1.1
H -2.805429 -2.230417 1.360636 0.0 0.0 0.0
H 2.747967 7.268644 -1.855267 0.0 0.0 0.0
C 2.533642 5.981363 -0.148588 0.0 0.0 0.0
H -0.323442 -0.585382 3.679380 0.0 0.0 0.0
C 1.140448 4.064098 -0.480967 0.2 0.3 0.1
F -0.462358 -1.538889 -3.861735 -0.1 -0.4 0.0
C -0.557747 -2.897944 -3.838733 0.0 0.0 0.0
H -4.789910 1.300510 -1.523809 0.0 0.0 0.0
C -0.319987 0.682951 5.419089 0.0 0.0 -0.1
H 2.584951 -1.301171 3.435571 0.0 0.0 0.0
S 0.343648 2.565339 0.052058 -0.4 -0.8 0.0
H -3.766544 3.932110 3.675418 0.0 0.0 0.0
C 1.507590 5.573795 -2.289459 0.1 0.1 0.0
C 0.098810 1.892442 5.983231 0.0 0.1 0.1
H -3.741857 1.763416 2.469388 0.0 0.0 0.0
H -4.004617 -1.142987 0.644960 0.0 0.0 0.0
H -2.244953 2.192103 -4.860545 0.0 0.0 0.0
H 1.361543 5.844743 -3.327517 0.0 0.0 0.0
H -1.885899 1.236255 0.912882 0.0 0.0 0.0
H -2.838001 -0.136149 -2.239406 0.1 -0.1 0.1
C 0.615611 -3.897319 -0.470254 0.0 0.0 -0.1
H -5.850647 -2.400829 -0.879979 0.0 0.0 0.0
C -1.920887 4.598053 2.809619 0.0 0.0 0.0
C -4.752313 1.477879 -2.602851 0.0 0.1 0.0
H 4.023022 2.066056 1.211323 0.1 0.0 0.0
C 4.225722 1.262664 1.905766 -0.2 -0.1 0.0
N -2.244325 -2.764487 -2.139341 0.0 -0.3 0.0
C 0.723636 -2.962620 0.545434 0.1 0.0 0.2
C -2.949604 3.690916 3.006466 0.1 -0.1 0.0
C -0.851687 3.065777 1.308834 0.0 0.3 0.0
C 4.512739 -0.307928 -1.594576 0.1 0.0 0.0
C -2.969845 3.200464 -2.375087 0.0 -0.1 0.0
V -0.549261 0.502215 -2.298073 -1.4 -0.9 -2.1
H -1.940297 5.556881 3.314342 0.0 0.0 0.0
H 3.175004 6.582789 0.484630 0.0 0.0 0.0
C -3.279672 2.029950 -4.550393 0.0 0.0 0.0
H 0.802368 -2.577410 2.646228 0.0 0.0 0.0
S 0.976207 -1.283657 0.005413 0.1 0.4 -0.2
H -0.195027 2.160104 6.990053 0.0 0.0 0.0
C 3.409361 -0.657220 3.151500 -0.1 0.1 0.0
C 0.560840 -5.636403 1.189714 0.0 0.1 0.0
H -5.071207 0.562464 -3.108128 0.0 0.0 0.0
H 4.852020 -1.684806 4.337788 0.0 0.0 0.0
H -2.295917 -5.456055 -2.501529 0.0 0.0 0.0
H -3.648905 -5.521304 -0.695609 0.0 0.0 0.0
C 5.433169 -1.113423 -0.936870 -0.1 0.0 0.0
C 0.655320 -4.687550 2.201055 0.0 0.0 0.0
C -2.934321 2.472149 2.335688 0.0 0.0 0.1
H -5.117649 -2.020157 -2.448087 0.0 0.0 0.0
H 6.304041 1.695546 2.141915 0.0 0.0 0.0
C -3.489634 -4.672270 -0.023421 0.1 -0.1 -0.1
H -0.069386 5.006812 1.811229 0.0 0.0 0.0
C 2.296148 6.363904 -1.466100 -0.1 -0.1 0.0
C 5.488811 1.041412 2.428116 0.1 -0.1 0.1
N 0.719736 -0.520242 1.455380 0.3 -0.4 -0.1
C -2.343373 0.783006 -2.599000 -0.7 0.0 0.2
C 0.905445 2.756987 5.224491 0.0 -0.1 -0.1
H -5.465127 2.276659 -2.847558 0.0 0.0 0.0
H 1.907639 3.091154 3.356489 0.0 0.0 0.0
C -0.864978 4.290687 1.960397 0.1 -0.1 0.0
C 2.758630 -1.252565 -0.271793 0.1 -0.1 -0.1
H 0.430499 -5.971693 -0.932761 0.0 0.0 0.0
C -3.111989 -1.739244 0.429735 0.0 0.0 0.0
H 1.239471 3.695189 5.652283 0.0 0.0 0.0
C 0.532292 -5.240659 -0.141243 0.0 -0.1 0.0
C 4.675382 -0.861392 3.655954 0.0 0.0 0.0
H -3.897539 2.880379 -4.872786 0.0 0.0 0.0
H 0.351522 3.733579 -2.438713 0.0 0.0 0.0
C 3.666104 -2.076816 0.379911 -0.1 0.0 0.0
C 0.026588 0.333265 4.130819 0.0 -0.1 0.1
H 4.837105 0.369339 -2.374241 0.0 0.0 0.0
H -2.556828 -4.851258 0.519426 0.0 0.0 0.0
C 0.814463 1.222983 3.362349 -0.1 0.0 -0.5
N 1.661842 1.945497 0.861530 0.0 0.3 0.3
H 1.023220 -3.031736 -5.232296 0.0 0.0 0.0
C 3.179136 0.398051 2.255380 0.4 0.0 -0.1
H -5.548482 -3.690659 -2.057691 0.0 0.0 0.0
H 6.723710 -0.190147 3.688553 0.0 0.0 0.0

5
Properties=species:S:1:pos:R:3:forces:R:3 method="wB97M-V/def2-TZVPD" smiles="NP=O" total_charge=0 e_homo_ev=-10.36 fmax_ev_per_a=3.96 e_above_lowest_kj_mol=41.4
H -1.123044 0.772105 0.281954 2.0 -2.1 -0.9
H -1.277341 -0.795960 -0.242087 -1.4 -2.0 -0.5
N -0.602287 -0.149945 -0.003637 2.0 3.1 1.4
O 1.864595 0.727500 -0.046655 0.1 -0.5 0.3
P 1.138079 -0.553698 0.010424 -2.7 1.5 -0.4

25
Properties=species:S:1:pos:R:3:forces:R:3 method="wB97M-V/def2-TZVPD" smiles="N=C=BCCCO.C=C(C)O" total_charge=0 e_homo_ev="-7.18 / -7.22" fmax_ev_per_a=4.24 e_above_lowest_kj_mol=491.1
N -2.015240 -0.350579 2.645791 1.6 0.9 1.6
H -3.729495 0.775040 0.171311 1.9 0.2 -0.3
H -0.814893 -1.234882 -1.289193 1.4 -1.0 0.7
H 2.325125 0.770966 2.175123 1.5 1.7 2.0
C -1.727521 0.486316 -0.677739 -0.3 3.7 -0.6
H 0.929958 0.255121 -1.972914 -0.7 0.5 0.7
C -0.856797 -0.176423 2.236958 -1.1 -0.7 -0.6
C 2.170614 -0.872154 -0.842566 -2.4 1.7 -1.7
B 0.439015 -0.062020 1.725053 0.2 -0.2 0.0
H 2.810018 -1.593599 -1.219000 2.5 -0.9 -0.2
H 1.380656 -1.547996 -0.521457 -0.5 0.4 1.1
O -0.582395 1.282310 -1.027239 -0.2 -0.2 -0.2
C 2.616282 0.213036 0.100968 1.8 0.9 2.9
O 1.697270 -0.292093 -2.077186 1.0 -0.7 -0.7
C -2.671864 1.167194 -0.032045 -2.1 0.5 1.1
H -2.842516 -0.723615 2.225133 0.1 -0.3 -1.1
H -2.486534 -1.449000 -0.744289 -0.2 -0.5 0.1
H -0.817879 2.239824 -1.165347 0.0 -1.7 0.4
C 1.975097 0.049360 1.548482 -0.8 -3.1 -2.8
H 2.306985 1.251950 -0.088496 0.2 -0.6 -1.3
H -1.949603 -0.860874 -2.316270 -1.1 0.5 -1.9
H -2.548366 2.224279 0.387400 0.2 -1.7 -0.8
H 3.800534 0.265370 0.313468 -2.6 -0.3 -0.8
H 2.382309 -0.975044 1.733302 -0.5 0.6 1.1
C -1.790760 -0.842488 -1.289245 0.4 0.3 1.4